Molecular formula: C52H50FMnNO5P2S3
Method: DFT, the ωB97M-V functional and the def2-TZVPD basis

Properties
* maximum force: 0.0189 hartree/bohr
* highest occupied orbital energy (spin up / spin down): -7.44 / -7.82 eV
* 2S+1: 6
* energy: -5570.79421 a.u.

Cartesian coordinates (Å):
Mn -0.038 -0.260 1.194
O 2.944 0.407 3.919
C 2.755 0.394 2.712
O 1.626 0.583 2.115
C 3.933 0.120 1.783
C 5.203 0.172 2.347
C 6.334 -0.059 1.583
C 6.203 -0.333 0.227
C 4.942 -0.395 -0.346
C 3.789 -0.191 0.422
P 2.121 -0.274 -0.366
C 2.236 1.365 -1.232
C 2.742 1.502 -2.526
C 2.922 2.758 -3.092
C 2.628 3.903 -2.362
C 2.146 3.781 -1.067
C 1.935 2.524 -0.509
C 2.291 -1.488 -1.733
C 3.063 -2.643 -1.605
C 3.005 -3.650 -2.563
C 2.158 -3.527 -3.655
C 1.367 -2.391 -3.783
C 1.433 -1.387 -2.830
H 5.269 0.398 3.404
H 7.318 -0.020 2.037
H 7.082 -0.492 -0.388
H 4.853 -0.595 -1.408
H 2.999 0.619 -3.101
H 3.310 2.842 -4.102
H 2.786 4.885 -2.799
H 1.926 4.672 -0.485
H 1.568 2.438 0.504
H 3.717 -2.762 -0.748
H 3.620 -4.535 -2.449
H 2.104 -4.317 -4.396
H 0.682 -2.299 -4.621
H 0.802 -0.511 -2.931
C -3.230 3.792 3.319
C -1.765 3.602 3.735
S -0.977 1.987 3.521
C -1.940 0.966 4.652
C -3.318 0.487 4.175
S -3.280 -0.239 2.517
C -4.678 0.547 1.663
C -4.998 2.012 1.946
S -3.662 3.204 1.656
H -3.458 4.857 3.345
H -3.895 3.306 4.027
H -1.675 3.872 4.790
H -1.117 4.274 3.171
H -2.047 1.487 5.606
H -1.284 0.112 4.815
H -4.027 1.307 4.148
H -3.701 -0.253 4.879
H -5.571 -0.043 1.869
H -4.425 0.413 0.609
H -5.385 2.158 2.953
H -5.798 2.298 1.264
C -1.833 0.303 -5.926
C -2.592 1.400 -5.183
C -2.252 2.754 -5.781
C -2.860 3.891 -4.976
C -2.356 3.819 -3.560
C -2.151 4.949 -2.809
C -1.716 4.841 -1.491
F -1.509 5.970 -0.788
C -1.498 3.639 -0.903
C -1.687 2.473 -1.649
C -1.499 1.181 -1.001
O -1.176 1.134 0.199
C -1.783 0.041 -1.794
C -2.158 0.209 -3.092
N -2.278 1.388 -3.721
C -2.096 2.558 -2.987
C -1.581 -1.393 -1.333
O -2.180 -2.269 -1.960
O -0.757 -1.538 -0.370
H -1.930 0.475 -7.001
H -2.210 -0.699 -5.720
H -0.769 0.339 -5.666
H -3.666 1.227 -5.292
H -2.608 2.767 -6.811
H -1.162 2.868 -5.802
H -3.952 3.811 -4.988
H -2.603 4.856 -5.413
H -2.344 5.929 -3.231
H -1.192 3.554 0.133
H -2.362 -0.685 -3.665
C -1.064 -2.663 4.148
P -0.113 -2.365 2.610
C 1.587 -2.778 3.117
C 2.565 -2.898 2.126
C 3.891 -3.115 2.459
C 4.267 -3.182 3.794
C 3.311 -3.029 4.786
C 1.979 -2.829 4.451
C -0.688 -3.814 1.643
C 0.123 -4.832 1.160
C -0.417 -5.850 0.380
C -1.768 -5.864 0.080
C -2.589 -4.854 0.568
C -2.052 -3.837 1.339
H -0.754 -1.975 4.937
H -0.909 -3.690 4.477
H -2.122 -2.504 3.946
H 2.283 -2.792 1.085
H 4.640 -3.206 1.679
H 5.309 -3.327 4.058
H 3.603 -3.047 5.830
H 1.250 -2.706 5.244
H 1.177 -4.857 1.389
H 0.231 -6.635 0.004
H -2.183 -6.653 -0.537
H -3.646 -4.844 0.325
H -2.694 -3.028 1.672